1.
{"formula": "C13H33BIrO3P2", "method": "ωB97M-V with the def2-TZVPD basis set", "charge": 2, "homo_ev": [-10.2, -16.5], "multiplicity": 6, "lumo_energy_ha": [-0.1919, -0.4351], "de_lowest_kcal_mol": 0.0, "gap_ev": [4.9815, 4.6872], "e_tot_ev": -42231.22323, "elements": ["Ir", "H", "H", "P", "P", "C", "H", "H", "H", "C", "H", "H", "H", "C", "H", "H", "H", "C", "H", "H", "H", "C", "H", "H", "H", "C", "H", "H", "H", "C", "O", "H", "C", "C", "C", "O", "B", "O", "C", "C", "C", "H", "H", "H", "H", "H", "H", "H", "H", "H", "H", "H", "H"], "coordinates": [[0.984711, -1.037500, -2.301217], [1.955732, -1.443440, -0.969812], [0.532688, -0.752562, 1.418333], [2.891072, 0.198997, -1.841759], [-0.381786, -2.683893, -1.469077], [-2.146502, -2.304754, -1.826014], [-2.806400, -3.149169, -1.577178], [-2.436275, -1.418309, -1.241349], [-2.233390, -2.073406, -2.893622], [0.069837, -4.207681, -2.400617], [0.978563, -4.625164, -1.935588], [-0.754468, -4.942623, -2.378132], [0.289646, -3.880282, -3.427889], [-0.474880, -3.306104, 0.262152], [-0.671550, -2.491402, 0.966672], [-1.266171, -4.062375, 0.386138], [0.476202, -3.770025, 0.546509], [4.124152, -0.499870, -2.994518], [4.924393, 0.219407, -3.209450], [4.547315, -1.406602, -2.540275], [3.599283, -0.776645, -3.918602], [2.608950, 1.920947, -2.406117], [2.061209, 2.474652, -1.634481], [3.558557, 2.434546, -2.597386], [2.009019, 1.931366, -3.321536], [3.751648, 0.480449, -0.244432], [3.948778, -0.486937, 0.224582], [4.703746, 1.005726, -0.402614], [3.110675, 1.077824, 0.414363], [-0.235961, 0.383187, -2.270021], [-0.960214, 1.302335, -2.235640], [1.470281, -1.567162, -3.763157], [-0.248261, 2.860842, 2.859680], [-1.181070, 1.641133, 2.996412], [-1.800357, 1.558123, 4.380380], [-0.358355, 0.466744, 2.984733], [-0.346252, 0.040399, 1.666966], [-1.319303, 0.619818, 0.842348], [-2.120216, 1.485934, 1.692715], [-3.438526, 0.787553, 1.989722], [-2.473612, 2.771389, 0.963663], [0.160962, 2.951351, 1.837911], [0.616013, 2.714849, 3.522048], [-0.736039, 3.812592, 3.113533], [-0.984348, 1.462441, 5.111240], [-2.388262, 2.432832, 4.643017], [-2.439417, 0.670699, 4.460171], [-4.075960, 1.381922, 2.661380], [-4.012754, 0.657961, 1.061259], [-3.296791, -0.204107, 2.442296], [-1.607995, 3.308208, 0.567433], [-3.175144, 2.583506, 0.142223], [-3.003171, 3.452283, 1.642602]], "forces_ev_per_a": [[-0.732, -1.012, -2.592], [0.381, -1.187, 1.202], [-0.746, 0.473, -0.443], [2.789, 3.093, 0.478], [-1.740, -2.494, 1.525], [0.334, 0.058, -0.205], [0.286, 0.225, -0.073], [0.044, -0.260, -0.188], [-0.173, -0.005, 0.184], [-0.117, 0.483, 0.009], [-0.346, 0.123, -0.266], [0.386, 0.307, -0.040], [-0.084, -0.477, 0.227], [0.117, -0.056, 0.194], [-0.016, -0.210, -0.221], [0.219, 0.235, -0.250], [-0.106, 0.139, -0.073], [-0.176, -0.267, 0.185], [-0.208, -0.120, 0.104], [-0.074, 0.193, -0.186], [0.336, 0.107, 0.149], [0.054, 0.102, -0.210], [0.082, -0.154, -0.094], [-0.153, -0.081, 0.005], [0.150, 0.036, 0.060], [-0.047, -0.389, -0.181], [0.035, 0.122, 0.060], [-0.286, -0.149, -0.017], [0.111, -0.108, -0.151], [-2.929, 4.448, 0.812], [1.793, -2.691, -0.465], [0.052, -0.241, -0.133], [1.232, 1.150, -0.660], [-0.686, -1.846, 1.626], [-0.259, 0.286, 0.267], [-1.022, 1.404, -1.525], [0.782, -1.017, -0.697], [0.680, 0.316, 1.898], [0.914, 0.781, -1.225], [-1.267, -1.068, 0.932], [0.046, 0.415, -0.141], [-0.311, -0.205, 0.327], [-0.463, -0.058, 0.036], [-0.192, -0.547, -0.005], [-0.285, 0.044, -0.170], [-0.018, 0.181, -0.098], [0.238, 0.162, -0.025], [0.454, -0.046, -0.157], [0.474, 0.101, 0.121], [0.100, 0.280, -0.066], [-0.068, -0.236, 0.000], [0.284, -0.109, 0.106], [0.128, -0.234, 0.049]]}

2.
{"formula": "C6H11NO2", "method": "ωB97M-V with the def2-TZVPD basis set", "homo_ev": -9.8, "multiplicity": 1, "lumo_energy_ha": 0.0170, "de_lowest_kcal_mol": 25.3, "smiles": "CC(C)(N)/C=C/C(=O)O", "gap_ev": 10.2482, "e_tot_ev": -11985.17303, "elements": ["C", "C", "C", "N", "C", "C", "C", "O", "O", "H", "H", "H", "H", "H", "H", "H", "H", "H", "H", "H"], "coordinates": [[-2.228454, 1.113657, 1.965623], [-1.212976, -0.045528, 1.945437], [-0.598495, -0.214718, 3.343908], [-1.822300, -1.314399, 1.554421], [-0.101194, 0.318260, 0.991765], [0.880189, -0.504439, 0.586040], [1.832434, -0.148811, -0.475191], [3.036574, -0.263036, -0.372370], [1.256309, 0.494276, -1.520788], [-2.636607, 1.290739, 0.959529], [-3.059809, 0.860998, 2.639901], [-1.767060, 2.046035, 2.322544], [-1.399392, -0.290119, 4.094751], [0.014041, -1.126425, 3.387902], [0.030232, 0.648265, 3.602871], [-2.644470, -1.494181, 2.126256], [-2.145655, -1.272676, 0.589406], [-0.064227, 1.374432, 0.708104], [0.952574, -1.529774, 0.947861], [0.299102, 0.383835, -1.456406]], "forces_ev_per_a": [[-0.069, -0.021, 0.062], [0.168, 0.415, 0.470], [-0.096, -0.033, 0.293], [-0.087, -0.170, -0.263], [0.749, -0.278, -0.241], [-1.354, -0.533, 0.253], [1.579, 1.180, 0.588], [-1.355, -0.174, -0.542], [0.359, -0.275, -0.321], [0.080, -0.041, 0.243], [0.187, 0.109, -0.184], [-0.112, -0.222, -0.092], [0.210, -0.039, -0.123], [-0.179, 0.304, -0.068], [-0.186, -0.212, -0.055], [0.156, -0.001, -0.010], [0.059, 0.014, 0.168], [-0.074, -0.282, -0.249], [-0.121, 0.192, 0.050], [0.085, 0.066, 0.023]]}

3.
{"formula": "C4H6NO3", "method": "ωB97M-V with the def2-TZVPD basis set", "charge": -1, "homo_ev": -4.2, "multiplicity": 1, "lumo_energy_ha": 0.1444, "de_lowest_kcal_mol": 18.2, "smiles": "CN(C=O)CC(=O)[O-]", "gap_ev": 8.1577, "e_tot_ev": -11879.68024, "elements": ["C", "N", "C", "O", "C", "C", "O", "O", "H", "H", "H", "H", "H", "H"], "coordinates": [[-1.456226, -0.198761, -0.800524], [-0.067375, -0.451640, -0.521520], [0.193192, -1.513586, 0.289926], [-0.540821, -2.493805, 0.341980], [0.809356, 0.708712, -0.357407], [1.000694, 1.129547, 1.163590], [0.345496, 0.488144, 1.982890], [1.841211, 2.041239, 1.295789], [-1.560232, 0.700528, -1.424914], [-1.845750, -1.026728, -1.343630], [-2.038842, 0.065267, 0.090889], [1.084285, -1.463313, 0.908358], [1.808535, 0.450072, -0.715184], [0.426472, 1.564320, -0.910244]], "forces_ev_per_a": [[-0.054, 1.219, -0.220], [0.625, 0.705, 0.375], [-0.902, -0.622, -0.311], [0.036, 0.038, 0.134], [0.155, -0.425, 0.868], [0.585, 0.502, -1.247], [-0.527, -0.226, 0.835], [-0.096, 0.089, 0.213], [0.340, -0.304, -0.127], [-0.703, -0.664, -0.146], [0.084, -0.561, 0.146], [0.488, 0.173, -0.260], [-0.071, 0.187, -0.164], [0.039, -0.111, -0.095]]}

4.
{"formula": "C52H48BaN5P2Si", "method": "ωB97M-V with the def2-TZVPD basis set", "charge": 1, "homo_ev": [-7.2, -7.2], "multiplicity": 1, "lumo_energy_ha": [-0.1263, -0.1262], "de_lowest_kcal_mol": 57.1, "gap_ev": [3.7874, 3.7890], "e_tot_ev": -89296.35113, "elements": ["Ba", "C", "Si", "C", "C", "C", "C", "C", "C", "P", "C", "C", "C", "C", "C", "C", "C", "C", "C", "C", "C", "C", "C", "C", "C", "C", "C", "C", "P", "C", "C", "C", "C", "C", "C", "C", "C", "C", "C", "C", "C", "H", "H", "H", "H", "H", "H", "H", "H", "H", "H", "H", "H", "H", "H", "H", "H", "H", "H", "H", "H", "H", "H", "H", "H", "H", "H", "H", "H", "H", "H", "H", "C", "C", "C", "C", "C", "C", "C", "C", "C", "H", "H", "H", "H", "H", "H", "H", "H", "H", "H", "H", "H", "N", "C", "N", "C", "N", "C", "C", "N", "C", "C", "N", "H", "H", "H", "H", "H"], "coordinates": [[0.964112, 1.249217, -0.601243], [2.119595, -2.772893, -1.640968], [0.588549, -2.161439, -0.612162], [0.324627, -3.615010, 0.650031], [-0.110068, -4.957060, 0.612017], [-0.192435, -5.712955, 1.770885], [0.116755, -5.162700, 3.002911], [0.586284, -3.865953, 3.070561], [0.683352, -3.117771, 1.907065], [1.074901, -1.320080, 1.756805], [0.363554, -0.593296, 3.302712], [1.024143, 0.531837, 3.866621], [0.747688, 0.925281, 5.164893], [-0.318288, 0.352666, 5.851158], [-1.092694, -0.616486, 5.209599], [-0.750017, -1.123352, 3.954085], [2.806439, -1.500160, 2.299295], [3.276007, -1.762631, 3.645618], [4.662921, -1.762138, 3.890449], [5.567620, -1.581215, 2.873650], [5.147795, -1.264551, 1.591833], [3.797484, -1.231924, 1.320782], [-0.860157, -2.155903, -1.850069], [-0.962514, -3.217322, -2.773464], [-2.110243, -3.491928, -3.530958], [-3.205163, -2.635352, -3.453218], [-3.169234, -1.516635, -2.596136], [-2.050010, -1.287640, -1.795098], [-2.044853, -0.121139, -0.416303], [-2.892236, -0.929180, 0.952106], [-3.168362, -0.096648, 2.034372], [-3.926730, -0.610390, 3.053905], [-4.497798, -1.889947, 3.000321], [-4.215256, -2.707678, 1.897527], [-3.367510, -2.242050, 0.920347], [-3.243255, 1.057163, -0.997894], [-4.616793, 0.785733, -0.903036], [-5.555676, 1.722400, -1.296941], [-5.151114, 2.931147, -1.811429], [-3.799326, 3.277885, -1.934203], [-2.847568, 2.337376, -1.493853], [2.842198, -3.366064, -1.104254], [2.689457, -1.927101, -2.110710], [1.750352, -3.395389, -2.452054], [-0.278088, -5.387805, -0.373656], [-0.474891, -6.782455, 1.793191], [-0.104587, -5.727853, 3.906338], [0.870173, -3.393838, 4.000336], [1.880318, 0.916159, 3.414849], [1.345127, 1.677210, 5.617661], [-0.539272, 0.612142, 6.895888], [-2.021097, -0.960395, 5.635008], [-1.312897, -1.920851, 3.499070], [2.514615, -1.997906, 4.417033], [5.053496, -1.989859, 4.860144], [6.603400, -1.537148, 3.143635], [5.868968, -1.027664, 0.798551], [3.524895, -1.126581, 0.254413], [-0.134059, -3.949192, -2.819711], [-2.147897, -4.373566, -4.142760], [-4.040441, -2.792725, -4.087637], [-4.062833, -0.890631, -2.422868], [-2.871244, 0.969032, 2.026959], [-4.101008, -0.024414, 3.935036], [-4.999496, -2.269804, 3.893607], [-4.656908, -3.720898, 1.875427], [-2.966716, -2.948242, 0.170947], [-4.938831, -0.155145, -0.444425], [-6.606125, 1.516411, -1.260897], [-5.843297, 3.619844, -2.235177], [-3.481081, 4.212367, -2.390110], [-1.814402, 2.555980, -1.730078], [-1.837519, 3.140704, -5.241857], [-0.620240, 2.421178, -4.731877], [-0.481773, 1.023792, -4.899881], [0.725787, 0.384462, -4.587232], [0.920029, -1.092462, -4.835640], [1.773890, 1.162885, -4.059629], [1.679392, 2.555262, -3.950994], [2.917922, 3.350147, -3.658350], [0.456371, 3.165659, -4.251916], [-2.674518, 2.448798, -5.232934], [-1.633934, 3.357854, -6.328379], [-2.003115, 4.086876, -4.722217], [-1.292952, 0.422861, -5.298893], [0.912672, -1.325081, -5.896338], [0.123694, -1.662697, -4.311443], [1.857383, -1.377141, -4.376044], [2.693869, 0.679596, -3.820468], [3.512635, 2.928706, -2.822328], [2.681240, 4.377237, -3.338105], [3.561147, 3.323823, -4.568469], [0.399003, 4.249231, -4.144336], [5.298819, 2.959428, 0.608979], [4.581538, 2.146273, -0.175811], [3.291217, 2.221911, 0.132883], [3.265709, 3.216055, 1.115201], [4.483334, 3.665571, 1.424602], [2.046677, 3.716452, 1.713640], [2.141161, 4.723713, 2.683187], [1.111330, 5.479556, 2.992794], [-0.085230, 5.154410, 2.468952], [-0.213800, 4.093327, 1.611081], [0.811802, 3.280768, 1.244773], [6.303829, 3.045080, 0.671971], [5.054434, 1.521529, -0.899182], [3.077893, 4.899999, 3.161382], [-0.899817, 5.799626, 2.680550], [-1.192234, 3.893714, 1.186000]], "forces_ev_per_a": [[-0.916, -1.891, -0.546], [-0.183, 0.857, -0.578], [0.247, -0.475, -1.851], [-0.324, 0.141, 0.282], [0.632, 0.307, -0.804], [-0.242, -0.911, -0.175], [-0.136, 0.352, 0.483], [0.187, 0.220, 0.209], [-1.007, 0.899, -0.905], [0.565, 1.232, 2.638], [0.390, 0.048, 0.503], [-1.321, -1.823, 0.902], [-0.724, -0.332, -0.506], [-0.452, -0.444, 0.255], [-0.124, 0.285, -0.270], [0.659, 0.852, 0.278], [2.073, 0.549, 0.961], [-0.499, 0.092, -1.578], [-1.579, -0.622, -0.059], [0.278, 0.984, -0.206], [0.460, -0.013, -0.054], [-0.847, -0.502, -0.414], [-2.367, -0.427, -1.103], [0.052, -0.528, 0.391], [0.223, 0.891, 0.576], [0.957, 0.789, 0.483], [-0.082, -0.510, 0.211], [1.827, -1.723, 0.212], [1.491, 0.087, -0.325], [-0.185, 0.131, -0.092], [-0.200, 0.255, -0.600], [-0.776, -0.511, 0.717], [0.896, 0.184, -0.081], [-0.729, -0.489, 1.260], [0.884, -0.446, -0.770], [-1.145, 1.930, -0.091], [0.276, 0.043, 0.620], [0.169, -0.099, -0.176], [1.111, 0.742, -0.598], [0.198, -1.385, 0.592], [-0.973, -0.573, -0.519], [0.178, -0.184, 0.474], [-0.473, -0.565, 0.294], [0.141, -0.120, -0.267], [-0.293, -0.189, 0.264], [-0.021, 0.777, -0.471], [0.399, 0.049, -0.122], [-0.175, -0.194, 0.226], [1.299, 0.699, -0.998], [0.426, 0.554, 0.402], [0.055, 0.070, -0.613], [0.013, -0.207, 0.458], [-0.142, -0.183, 0.025], [0.834, 0.377, -0.397], [-0.063, -0.018, 0.542], [0.490, -0.206, -0.113], [-0.254, -0.287, 0.355], [-0.216, 0.221, 0.627], [-0.511, 0.468, -0.106], [-0.006, -0.190, -0.270], [-0.785, -0.214, -0.290], [0.617, -0.457, -0.579], [0.041, -0.769, 0.129], [-0.102, 0.315, 0.285], [-0.186, 0.104, -0.534], [0.535, 0.614, -0.147], [-0.575, 0.582, 0.111], [0.062, 0.304, -0.263], [-0.367, -0.229, 0.146], [-0.735, 0.382, 0.041], [-0.143, -0.153, 0.137], [0.342, -0.035, 0.329], [0.615, -0.328, -1.130], [0.181, -0.537, -0.218], [0.512, 0.662, 0.309], [-0.162, 0.429, 0.210], [-0.658, 0.270, 0.951], [-0.970, 0.155, -0.415], [-0.414, -0.486, 0.133], [0.508, 0.156, 0.351], [0.612, -0.112, 0.271], [-0.393, 0.332, 0.213], [-0.304, 0.026, 0.961], [-0.254, -0.240, -0.061], [-0.061, 0.164, -0.003], [0.032, -0.052, -0.073], [0.437, 0.294, -0.560], [0.280, -0.341, -0.168], [0.722, -0.317, 0.046], [-0.240, -0.030, -0.464], [0.145, -0.228, -0.490], [-0.350, 0.365, 0.710], [-0.190, -0.168, -0.177], [-0.990, 0.115, 0.017], [-0.228, 0.074, 0.930], [1.278, 1.350, 0.377], [1.712, -1.363, -0.625], [-0.689, -0.412, -0.190], [-2.057, -0.200, 0.091], [-0.575, -0.366, -0.834], [-0.939, -0.174, 0.627], [1.875, 0.291, -0.148], [0.036, -1.362, -0.364], [1.560, 2.367, 0.716], [-0.148, 0.162, -0.015], [-0.003, -0.396, -0.335], [0.556, 0.358, 0.130], [-0.636, 0.414, 0.211], [0.050, -0.353, 0.067]]}